# 1
ORCA calculation (ωB97M-V/def2-TZVPD) on C45H60ClN4S2SeY as an isolated structure.

Values from the calculation:
E: -154171.8428 eV
strongest force on any atom: 4.78 eV Å⁻¹
orbital gap: 5.80 eV
HOMO level: -11.84 eV
total charge: +2
energy relative to the best compared isomer or geometry (same formula, charge and spin): 0.0 kcal per mole

Geometry (Å):
Y (0.124, 1.524, 1.389)
C (-0.565, 1.703, 5.155)
C (-0.980, 2.399, 3.929)
C (-2.215, 2.154, 3.310)
C (-3.176, 1.110, 3.944)
C (-2.573, 2.828, 2.110)
C (-3.985, 2.570, 1.600)
C (-1.778, 3.844, 1.564)
C (-2.195, 4.714, 0.377)
C (-0.584, 4.162, 2.289)
C (0.252, 5.336, 2.064)
C (-0.175, 3.424, 3.437)
C (1.043, 3.872, 4.233)
H (-0.708, 0.643, 4.959)
H (-1.401, 1.856, 5.884)
H (0.410, 1.912, 5.508)
H (-4.192, 1.102, 3.605)
H (-3.158, 1.281, 5.055)
H (-2.671, 0.176, 3.791)
H (-4.744, 3.147, 2.184)
H (-4.313, 1.524, 1.565)
H (-4.076, 2.868, 0.546)
H (-1.477, 4.592, -0.443)
H (-2.161, 5.767, 0.636)
H (-3.076, 4.403, -0.067)
H (0.096, 6.051, 2.771)
H (0.061, 5.860, 1.151)
H (1.389, 5.149, 1.857)
H (1.925, 3.885, 3.522)
H (1.222, 3.230, 5.058)
H (0.991, 4.931, 4.537)
S (-0.231, -0.810, 3.040)
C (0.185, -1.991, 1.822)
N (-0.555, -3.083, 1.725)
C (-0.180, -4.019, 0.639)
C (1.312, -4.200, 0.643)
N (1.960, -2.880, 0.496)
C (3.315, -2.844, -0.189)
C (3.338, -3.400, -1.578)
C (4.480, -4.081, -2.016)
C (4.408, -4.548, -3.333)
C (3.294, -4.482, -4.130)
C (2.151, -3.981, -3.569)
C (2.168, -3.345, -2.318)
C (1.384, -1.815, 0.998)
S (2.166, -0.322, 0.842)
C (-1.691, -3.378, 2.504)
C (-1.512, -4.504, 3.505)
C (-0.759, -4.333, 4.640)
C (-0.612, -5.359, 5.545)
C (-1.186, -6.624, 5.303)
C (-1.984, -6.783, 4.170)
C (-2.063, -5.729, 3.269)
H (-0.496, -3.628, -0.336)
H (-0.666, -4.961, 0.853)
H (1.660, -4.803, -0.150)
H (1.660, -4.669, 1.595)
H (3.936, -3.436, 0.455)
H (3.702, -1.863, -0.186)
H (5.387, -4.196, -1.371)
H (5.308, -5.130, -3.569)
H (3.273, -4.902, -5.117)
H (1.152, -4.065, -4.022)
H (1.396, -2.817, -1.855)
H (-2.499, -3.730, 1.852)
H (-2.107, -2.492, 2.874)
H (-0.218, -3.411, 4.777)
H (-0.011, -5.206, 6.407)
H (-0.973, -7.416, 6.019)
H (-2.325, -7.752, 3.866)
H (-2.747, -5.786, 2.397)
Cl (1.897, 3.010, 0.228)
C (-6.034, 3.193, -2.846)
C (-4.723, 2.507, -2.474)
C (-3.501, 3.018, -2.892)
C (-2.344, 2.402, -2.388)
C (-1.009, 2.989, -2.772)
C (-2.447, 1.295, -1.561)
Se (-0.810, 0.430, -0.983)
C (-3.670, 0.652, -1.205)
C (-3.785, -0.707, -0.544)
C (-4.825, 1.355, -1.665)
H (-6.896, 2.667, -2.479)
H (-6.122, 3.136, -3.918)
H (-6.136, 4.182, -2.464)
H (-3.423, 3.835, -3.534)
H (-1.144, 3.760, -3.508)
H (-0.352, 2.262, -3.321)
H (-0.406, 3.309, -1.920)
H (-3.582, -0.742, 0.545)
H (-3.054, -1.321, -1.009)
H (-4.776, -1.043, -0.747)
H (-5.832, 0.910, -1.458)
C (4.923, 0.794, -4.944)
C (4.937, -0.056, -3.702)
N (3.800, 0.229, -2.787)
C (4.015, 1.601, -2.287)
C (4.096, 2.622, -3.486)
N (3.855, 1.863, -4.742)
C (2.534, 1.157, -4.730)
C (2.545, 0.195, -3.493)
H (4.677, 0.279, -5.918)
H (5.884, 1.314, -5.064)
H (5.911, 0.073, -3.222)
H (4.841, -1.163, -3.966)
H (4.939, 1.748, -1.622)
H (3.176, 1.912, -1.693)
H (5.099, 3.104, -3.547)
H (3.351, 3.371, -3.430)
H (3.957, 2.437, -5.570)
H (2.446, 0.695, -5.664)
H (1.790, 1.915, -4.706)
H (2.320, -0.889, -3.751)
H (1.748, 0.454, -2.780)

***

# 2
ORCA calculation (ωB97M-V/def2-TZVPD) on C45H60GeN2NiO7PSTe as an isolated structure.

Values from the calculation:
E: -189931.1173 eV
strongest force on any atom: 0.74 eV Å⁻¹
orbital gap (alpha / beta): 2.41 / 5.36 eV
2S+1: 4
HOMO level (alpha / beta): 1.24 / -1.71 eV
⟨S²⟩: 3.78
total charge: -2

Geometry (Å):
Ni (1.024, -0.030, 0.134)
Te (-1.415, 0.182, 0.457)
O (3.141, 0.230, 0.037)
N (3.194, -0.250, -1.125)
O (2.065, -0.490, -1.592)
C (-4.171, -1.669, 1.913)
Ge (-3.176, -1.652, 0.203)
C (-2.429, -3.474, 0.052)
C (-1.062, -3.726, -0.031)
C (-0.575, -5.029, -0.072)
C (-1.458, -6.099, -0.051)
C (-2.828, -5.863, 0.011)
C (-3.306, -4.560, 0.064)
C (-4.356, -1.204, -1.246)
C (-5.705, -0.876, -0.971)
C (-6.550, -0.398, -1.952)
C (-6.083, -0.206, -3.262)
C (-4.739, -0.502, -3.599)
C (-4.229, -0.301, -4.899)
C (-2.905, -0.594, -5.221)
C (-2.057, -1.102, -4.250)
C (-2.533, -1.316, -2.954)
C (-3.856, -1.021, -2.584)
H (-4.430, -2.692, 2.194)
H (-5.084, -1.078, 1.845)
H (-3.544, -1.241, 2.695)
H (-0.352, -2.908, -0.031)
H (0.498, -5.185, -0.100)
H (-1.083, -7.117, -0.084)
H (-3.524, -6.696, 0.016)
H (-4.377, -4.385, 0.110)
H (-6.101, -1.013, 0.029)
H (-7.584, -0.176, -1.706)
H (-6.742, 0.185, -4.032)
H (-4.897, 0.099, -5.656)
H (-2.539, -0.418, -6.228)
H (-1.022, -1.326, -4.484)
H (-1.851, -1.712, -2.210)
C (-2.320, -6.588, 4.418)
C (-1.844, -5.169, 4.571)
C (-1.680, -4.366, 3.447)
C (-1.213, -3.068, 3.563)
C (-0.897, -2.569, 4.821)
C (-1.048, -3.353, 5.954)
C (-1.530, -4.647, 5.823)
S (-0.280, -0.912, 4.969)
O (0.403, -0.828, 6.235)
O (-1.342, 0.004, 4.674)
N (0.841, -0.782, 3.800)
C (2.056, -1.590, 3.981)
C (2.937, -1.575, 2.743)
C (2.312, -2.406, 1.618)
O (2.639, -3.589, 1.524)
O (1.416, -1.835, 0.901)
H (-3.065, -6.667, 3.626)
H (-2.756, -6.961, 5.347)
H (-1.490, -7.245, 4.148)
H (-1.911, -4.756, 2.463)
H (-1.094, -2.458, 2.672)
H (-0.775, -2.944, 6.918)
H (-1.653, -5.266, 6.706)
H (0.424, -0.813, 2.866)
H (1.806, -2.632, 4.218)
H (2.591, -1.177, 4.836)
H (3.875, -2.060, 3.015)
H (3.138, -0.557, 2.406)
O (0.927, 2.204, -0.441)
P (1.208, 3.670, -0.464)
C (2.744, 4.161, -1.356)
C (3.915, 3.195, -1.021)
C (4.330, 2.363, -2.231)
C (4.839, 3.250, -3.370)
C (4.011, 4.542, -3.478)
C (2.621, 4.340, -2.878)
C (-0.104, 4.704, -1.249)
C (-1.314, 5.061, -0.370)
C (-2.269, 3.884, -0.180)
C (-2.796, 3.391, -1.523)
C (-1.633, 3.006, -2.427)
C (-0.634, 4.150, -2.591)
C (1.427, 4.415, 1.207)
C (0.390, 3.883, 2.218)
C (0.777, 2.545, 2.838)
C (2.143, 2.614, 3.501)
C (3.189, 3.012, 2.466)
C (2.839, 4.356, 1.824)
H (2.970, 5.153, -0.944)
H (3.645, 2.516, -0.215)
H (4.778, 3.776, -0.676)
H (3.478, 1.767, -2.561)
H (5.093, 1.644, -1.933)
H (4.791, 2.696, -4.310)
H (5.892, 3.499, -3.206)
H (3.931, 4.864, -4.519)
H (4.507, 5.356, -2.937)
H (2.164, 3.459, -3.333)
H (1.984, 5.194, -3.110)
H (0.449, 5.633, -1.453)
H (-1.852, 5.865, -0.890)
H (-1.003, 5.476, 0.591)
H (-3.089, 4.175, 0.481)
H (-1.754, 3.047, 0.300)
H (-3.390, 4.186, -1.996)
H (-3.450, 2.530, -1.378)
H (-1.996, 2.696, -3.409)
H (-1.125, 2.140, -1.996)
H (-1.121, 4.992, -3.102)
H (0.173, 3.819, -3.237)
H (1.208, 5.474, 1.013)
H (-0.593, 3.780, 1.763)
H (0.293, 4.630, 3.016)
H (0.799, 1.785, 2.053)
H (0.006, 2.234, 3.543)
H (2.393, 1.650, 3.952)
H (2.122, 3.357, 4.310)
H (3.236, 2.225, 1.709)
H (4.183, 3.080, 2.917)
H (3.598, 4.635, 1.091)
H (2.872, 5.125, 2.606)